The following is a DFT calculation (ωB97M-V/def2-TZVPD) of 2 unconnected molecules or ions with the total composition C6H16N at a distorted geometry.

Properties
**2S+1**: 1
**Net charge**: +1
**Gap between HOMO and LUMO**: 8.4 eV
**Strongest force on any atom**: 0.044 hartree/bohr

Last column: Löwdin charge in e.
Positions of all 23 atoms, in Å:
C 1.008 2.298 -0.475  -0.023
C 1.138 0.790 -0.454  -0.289
C -0.013 0.007 -0.415  0.133
C 1.026 0.184 1.020  -0.153
C 1.582 -1.216 1.290  -0.226
C 0.559 -2.214 1.821  -0.080
N -3.905 0.300 -2.443  -0.006
H 1.981 2.756 -0.329  0.096
H 0.663 2.625 -1.452  0.103
H 0.360 2.665 0.316  0.100
H 2.036 0.477 -0.955  0.166
H -0.953 0.543 -0.500  0.146
H 0.072 -0.993 -0.831  0.145
H 0.130 0.440 1.619  0.177
H 1.664 0.889 1.569  0.192
H 1.999 -1.602 0.359  0.123
H 2.417 -1.127 1.977  0.122
H -0.135 -2.515 1.045  0.073
H 0.021 -1.849 2.692  0.087
H 1.092 -3.130 2.092  0.091
H -4.669 -0.051 -1.875  0.008
H -4.310 1.112 -2.896  0.009
H -3.764 -0.389 -3.175  0.007

The following is a DFT calculation (ωB97M-V/def2-TZVPD) of a molecular structure, C3H5FO at a distorted geometry.

Properties
**2S+1**: 1
**Net charge**: 0
**Gap between HOMO and LUMO**: 11.4 eV
**Strongest force on any atom**: 0.117 hartree/bohr

Last column: Löwdin charge in e.
Positions of all 10 atoms, in Å:
C -0.518 0.097 -0.420  -0.317
C 0.704 0.852 -0.118  -0.196
C -0.138 -0.776 0.684  -0.121
H -1.478 0.877 -0.438  0.204
H 1.435 0.191 -0.736  0.150
H 0.905 2.033 0.087  0.182
H -1.226 -1.266 1.064  0.185
H 0.436 -1.617 0.209  0.132
O 0.657 0.424 1.275  -0.111
F -0.777 -0.815 -1.607  -0.109

The following is a DFT calculation (ωB97M-V/def2-TZVPD) of C3H4O2S in the gas phase at a distorted geometry.

Properties
**2S+1**: 1
**Net charge**: 0
**Gap between HOMO and LUMO**: 10.3 eV
**Strongest force on any atom**: 0.069 hartree/bohr

Last column: Löwdin charge in e.
Positions of all 10 atoms, in Å:
C -0.674 -0.866 0.697  -0.512
C -0.503 0.565 0.148  -0.441
C 0.961 0.787 -0.152  -0.412
H -0.347 -1.525 -1.145  0.029
H -1.075 1.335 0.655  0.119
H 1.699 0.000 -0.197  0.085
H 1.367 1.766 0.001  0.064
O -0.492 -1.835 -0.266  0.074
O -0.874 -1.020 1.863  0.135
S -0.063 0.795 -1.605  0.860

The following is a DFT calculation (ωB97M-V/def2-TZVPD) of a molecular structure, C15H40CaO19PS5 at a distorted geometry.

Properties
**2S+1**: 1
**Net charge**: -1
**Gap between HOMO and LUMO**: 5.0 eV
**Strongest force on any atom**: 0.052 hartree/bohr

Last column: Löwdin charge in e.
Positions of all 81 atoms, in Å:
Ca 1.442 0.243 -0.461  1.325
P 3.397 1.682 -1.240  -0.102
O 3.645 0.576 -0.153  -0.540
O 2.212 2.430 -0.568  -0.518
O 2.686 0.926 -2.393  -0.486
O 4.618 2.481 -1.670  -0.427
O 0.203 1.634 -4.539  -0.253
S 0.030 0.379 -3.874  0.638
O 0.017 0.356 -2.439  -0.373
O -1.344 -0.349 -4.399  -0.288
C -1.810 0.042 -5.714  -0.250
C -2.886 1.116 -5.524  -0.070
C 1.234 -0.852 -4.443  -0.079
H -2.324 -0.844 -6.085  0.117
H -0.975 0.365 -6.331  0.110
H -2.730 1.752 -4.654  0.074
H -3.860 0.664 -5.333  0.071
H -2.895 1.755 -6.411  0.077
H 2.194 -0.554 -4.015  0.057
H 1.209 -0.999 -5.517  0.066
H 0.899 -1.746 -3.913  0.065
O -0.215 -1.537 -0.292  -0.352
S -1.268 -2.368 -0.780  0.649
O -1.041 -3.226 -1.917  -0.261
O -1.811 -3.233 0.510  -0.233
C -2.566 -4.387 0.183  -0.307
C -3.154 -5.064 1.416  -0.068
C -2.711 -1.357 -1.167  -0.084
H -1.883 -5.103 -0.281  0.120
H -3.413 -4.269 -0.501  0.116
H -2.364 -5.501 2.027  0.075
H -3.760 -5.883 1.024  0.078
H -3.798 -4.426 2.020  0.078
H -2.379 -0.727 -1.988  0.051
H -2.937 -0.756 -0.289  0.070
H -3.566 -1.994 -1.375  0.065
O 2.744 0.268 3.794  -0.279
S 1.771 0.880 2.940  0.643
O 1.210 0.088 1.864  -0.387
O 0.520 1.356 3.851  -0.277
C 0.788 1.441 5.295  -0.244
C -0.486 2.057 5.836  -0.076
C 2.354 2.505 2.291  -0.065
H 1.630 2.121 5.400  0.114
H 0.978 0.442 5.673  0.115
H -0.645 3.044 5.406  0.078
H -0.373 2.209 6.915  0.076
H -1.351 1.413 5.695  0.078
H 3.163 2.176 1.632  0.055
H 2.617 3.019 3.212  0.061
H 1.544 2.937 1.715  0.055
O 3.946 -3.854 -1.357  -0.292
S 3.323 -2.895 -0.466  0.648
O 2.378 -1.929 -0.995  -0.363
O 2.638 -3.779 0.683  -0.267
C 1.930 -3.103 1.756  -0.249
C 1.643 -4.157 2.800  -0.059
C 4.578 -2.005 0.464  -0.112
H 1.007 -2.712 1.333  0.091
H 2.570 -2.298 2.117  0.102
H 0.898 -3.866 3.540  0.077
H 2.509 -4.565 3.318  0.076
H 1.163 -4.973 2.248  0.077
H 5.277 -1.548 -0.233  0.085
H 4.974 -2.603 1.277  0.071
H 4.029 -1.116 0.802  0.025
O -0.612 1.233 0.193  -0.370
S -1.409 2.319 -0.292  0.641
O -2.657 1.985 -0.933  -0.293
O -1.702 3.317 0.951  -0.254
C -2.931 4.063 0.879  -0.273
C -2.589 5.493 1.298  -0.077
C -0.358 3.439 -1.256  -0.083
H -3.642 3.729 1.638  0.115
H -3.476 4.066 -0.061  0.112
H -2.034 6.037 0.528  0.075
H -1.977 5.558 2.194  0.077
H -3.541 6.025 1.377  0.076
H 0.420 2.888 -1.790  0.048
H 0.090 4.078 -0.504  0.067
H -1.006 3.991 -1.937  0.074

The following is a DFT calculation (ωB97M-V/def2-TZVPD) of 5 unconnected molecules or ions with the total composition C2H13NO4 at a distorted geometry.

Properties
**2S+1**: 1
**Net charge**: 0
**Gap between HOMO and LUMO**: 8.9 eV
**Strongest force on any atom**: 0.072 hartree/bohr

Last column: Löwdin charge in e.
Positions of all 20 atoms, in Å:
C -0.036 -0.190 1.829  -0.075
C 0.920 0.709 1.890  -0.334
N 1.549 1.413 0.860  0.042
H -0.532 -0.590 0.906  0.048
H -0.540 -0.607 2.774  0.068
H 1.270 0.958 2.976  0.127
H 1.030 1.675 0.051  0.038
H 2.482 1.791 0.982  0.091
H 2.216 -1.018 -0.326  -0.023
H 2.870 -1.898 -1.432  0.086
O 2.283 -1.112 -1.237  -0.046
H 0.808 0.398 -1.730  0.003
H -0.469 0.762 -1.461  0.017
O 0.302 1.212 -1.764  -0.042
H -2.932 2.020 0.720  0.014
H -3.742 2.432 -0.579  0.054
O -3.173 1.754 -0.156  -0.065
H -2.119 -2.883 -1.274  0.038
H -0.649 -3.261 -1.374  0.036
O -1.538 -3.567 -1.656  -0.078

| no. | energy (eV) |
| --- | --- |
| 1 | -7962.65649 |
| 2 | -7952.87705 |
| 3 | -18105.44467 |
| 4 | -137015.39548 |
| 5 | -11963.80288 |